Computed, not measured: a cluster of 2 separate species, C2H8NO2 in total, with ωB97M-V/def2-TZVPD.

The total energy comes out at -7776.459 eV. Its spin multiplicity is 1. The calculation puts the molecular weight at 78.09 g mol⁻¹. Its net charge is +1. Its HOMO-LUMO gap is 0.369 hartree.

Last column: Mulliken charge in e.
Atoms and positions in Å:
C -0.73 1.33 -0.30  -0.07
H -2.42 0.74 0.57  0.28
H 0.24 0.96 -0.69  0.26
H -2.12 -1.39 -0.38  0.30
H 2.88 -1.19 0.11  0.43
C -1.17 -0.89 0.10  -0.64
N -1.52 0.49 0.18  -0.03
H -0.90 2.36 -0.15  0.32
H 3.12 0.39 0.04  0.43
O 1.35 -0.36 -0.47  -0.67
O 2.55 -0.33 0.39  -0.23
H -0.96 -1.13 1.14  0.26
H -0.31 -0.98 -0.55  0.36



Computed, not measured: the molecule C2H8NO2P, with ωB97M-V/def2-TZVPD.

The total energy comes out at -17077.609 eV. The SMILES is C[C@H](N)[P@H](=O)O. Its spin multiplicity is 1. The calculation puts the molecular weight at 109.06 g mol⁻¹. Its HOMO-LUMO gap is 0.405 hartree.

Last column: Mulliken charge in e.
Atoms and positions in Å:
H 0.13 1.84 -0.89  0.40
H 1.71 -1.10 0.07  0.27
H 0.32 0.34 1.56  0.42
H -1.44 1.45 -0.47  0.32
O 0.13 -2.19 1.19  -0.52
H -0.43 -2.91 1.42  0.31
C -0.47 1.60 -0.03  -1.13
H 2.20 0.51 -0.05  0.24
N 1.57 -0.16 -0.33  -0.73
H -0.96 -1.64 -0.99  0.11
O -2.33 -1.11 1.04  -0.62
C 0.11 0.32 0.55  0.17
P -0.97 -1.21 0.44  0.52
H -0.46 2.34 0.79  0.26



Computed, not measured: the molecule C2H8NO2P, with ωB97M-V/def2-TZVPD.

The total energy comes out at -17072.489 eV. Its spin multiplicity is 3. The calculation puts the molecular weight at 109.06 g mol⁻¹. Its HOMO-LUMO gap (spin up / spin down) is 0.209 / 0.273 hartree. As for the expectation value of S²: 2.01.

Last column: Löwdin spin population.
Atoms and positions in Å:
H -0.76 0.31 2.05  0.00
H 1.27 -1.35 0.74  0.01
O 1.24 -1.14 -1.76  0.03
C -0.28 0.58 -0.09  0.49
H -1.28 -1.55 0.29  0.06
H -0.65 1.32 -0.72  0.03
N -1.53 -0.73 -0.33  1.06
H -1.73 -0.95 -1.30  0.06
O 2.61 0.33 -0.19  0.07
H -1.63 1.40 1.15  0.01
P 1.34 -0.40 -0.32  0.11
H -0.05 1.98 1.49  0.01
H 2.03 -0.89 -2.30  0.00
C -0.58 1.10 1.30  0.05



Computed, not measured: a structure of composition C2H8NOP, with ωB97M-V/def2-TZVPD.

The total energy comes out at -15026.499 eV. Its spin multiplicity is 1. The calculation puts the molecular weight at 93.07 g mol⁻¹. Its HOMO-LUMO gap is 0.329 hartree.

Last column: Mulliken charge in e.
Atoms and positions in Å:
H 0.95 -0.57 -1.61  0.30
C -0.91 1.43 0.11  -0.87
H -0.35 2.24 0.54  0.34
H -1.72 1.06 0.76  0.28
C 0.87 0.24 -0.97  -0.92
H 0.87 1.22 -1.54  0.35
H 1.72 0.34 -0.38  0.37
H -1.05 -2.42 0.42  0.05
O 0.24 -0.55 1.36  -0.34
H -1.27 1.78 -0.83  0.39
H 0.94 -2.87 0.81  0.01
N -0.25 0.21 -0.13  0.01
P -0.03 -2.12 1.45  0.02



Computed, not measured: a structure of composition C2H8NOPS, with ωB97M-V/def2-TZVPD.

The total energy comes out at -25865.385 eV. Its spin multiplicity is 1. The calculation puts the molecular weight at 125.13 g mol⁻¹. Its HOMO-LUMO gap is 0.352 hartree.

Last column: Mulliken charge in e.
Atoms and positions in Å:
N 0.77 -0.68 0.09  -0.24
H 0.06 1.19 -2.31  0.33
H 1.64 -0.21 0.32  0.27
P -0.54 0.27 -0.17  0.71
H 1.04 1.92 -1.00  0.34
C 0.64 -2.02 0.62  -0.74
H -1.78 1.70 1.67  0.27
H -0.41 -2.31 0.58  0.24
H 0.99 -2.09 1.65  0.28
O -0.84 1.60 1.61  -0.73
S -2.19 -0.65 -0.55  -0.39
H -0.65 2.42 -1.23  0.28
H 1.22 -2.71 0.00  0.27
C 0.05 1.58 -1.29  -0.89



Computed, not measured: a cluster of 2 separate species, C2H8NPS in total, with ωB97M-V/def2-TZVPD.

The total energy comes out at -23814.419 eV. Its spin multiplicity is 1. The calculation puts the molecular weight at 109.13 g mol⁻¹. Its HOMO-LUMO gap (spin up / spin down) is 0.270 / 0.274 hartree.

Last column: Mulliken charge in e.
Atoms and positions in Å:
N -0.89 -0.42 -1.96  -0.51
C 0.98 -1.04 1.22  -1.03
H 0.42 1.81 1.03  0.41
H 1.17 0.40 -2.00  -0.02
P -0.04 1.04 -2.05  0.06
C -0.55 1.40 0.98  -0.77
H -0.80 -1.12 -1.18  0.23
H 1.49 -0.76 0.37  0.32
H 1.41 -0.77 2.08  0.36
H 0.87 -2.01 1.03  0.42
H -1.89 -0.29 -1.84  0.28
S -0.72 -0.29 1.26  -0.03
H -1.46 2.05 1.05  0.28



Computed, not measured: a cluster of 2 separate species, C2H8NS in total, with ωB97M-V/def2-TZVPD.

The total energy comes out at -14529.390 eV. Its spin multiplicity is 1. The calculation puts the molecular weight at 78.16 g mol⁻¹. Its net charge is -1. Its HOMO-LUMO gap is 0.256 hartree.

Last column: Mulliken charge in e.
Atoms and positions in Å:
H 3.65 -1.64 0.49  -0.04
C -1.28 -0.23 0.90  -0.74
H 0.73 -0.49 0.05  0.09
S 2.82 -0.61 0.26  -0.88
H -1.19 0.90 -1.60  0.37
H 0.46 0.57 -1.83  0.33
H -2.11 0.36 0.52  0.29
H -0.90 0.35 1.76  0.24
N -0.29 -0.43 -0.16  -0.26
H -1.61 -1.23 1.17  0.26
C -0.26 0.76 -1.03  -0.95
H -0.02 1.71 -0.54  0.30



Computed, not measured: a cluster of 2 separate species, C2H8NS in total, with ωB97M-V/def2-TZVPD.

The total energy comes out at -14529.979 eV. Its spin multiplicity is 1. The calculation puts the molecular weight at 78.16 g mol⁻¹. Its net charge is -1. Its HOMO-LUMO gap is 0.248 hartree.

Last column: Mulliken charge in e.
Atoms and positions in Å:
S 2.80 -1.24 -0.89  -0.87
H 0.13 -0.90 1.29  0.25
C -0.32 0.40 -0.16  -0.25
H -2.29 0.69 -0.95  0.30
H -2.20 0.99 0.76  0.25
C -1.84 0.33 -0.03  -1.01
H 4.00 -0.82 -0.41  -0.04
N 0.46 0.01 1.00  -0.64
H -2.10 -0.70 0.22  0.30
H -0.02 -0.07 -1.11  0.29
H -0.03 1.45 -0.37  0.24
H 1.43 -0.14 0.66  0.18



Computed, not measured: a cluster of 2 separate species, C2H8O2 in total, with ωB97M-V/def2-TZVPD.

The total energy comes out at -6297.672 eV. The SMILES is CO.CO. Its spin multiplicity is 1. The calculation puts the molecular weight at 64.08 g mol⁻¹. Its HOMO-LUMO gap is 0.401 hartree.

Last column: Mulliken charge in e.
Atoms and positions in Å:
H -0.60 1.35 0.34  0.30
H 2.39 -0.14 -0.71  0.22
H -0.31 -0.19 -1.40  0.31
H 2.00 -1.50 -1.76  0.21
O 0.40 -0.57 -0.87  -0.49
C -1.45 0.23 1.71  -0.43
O -1.48 1.25 0.71  -0.51
C 1.67 -0.50 -1.48  -0.51
H -0.99 0.59 2.62  0.22
H -0.83 -0.61 1.36  0.21
H 1.69 0.18 -2.32  0.26
H -2.48 -0.08 1.81  0.21



Computed, not measured: a cluster of 3 separate species, C2H8O2 in total, with ωB97M-V/def2-TZVPD.

The total energy comes out at -6297.739 eV. The SMILES is C=C.O.O. Its spin multiplicity is 1. The calculation puts the molecular weight at 64.08 g mol⁻¹. Its HOMO-LUMO gap is 0.413 hartree.

Last column: Mulliken charge in e.
Atoms and positions in Å:
H 1.98 2.20 2.97  0.31
C -1.57 -1.57 -0.90  -0.75
H 1.97 2.44 1.50  0.32
C -0.57 -2.45 -0.96  -0.32
H -1.84 -1.09 0.03  0.31
O 0.14 1.37 -0.02  -0.64
H -0.25 -2.75 -1.95  0.23
H -0.11 0.77 -0.73  0.33
H 0.08 2.25 -0.42  0.33
H -0.12 -2.81 -0.05  0.24
O 2.31 2.82 2.32  -0.64
H -2.04 -1.18 -1.79  0.28